(1)
{"formula": "C20H27NO5", "method": "ωB97M-V with the def2-TZVPD basis set", "multiplicity": 1, "orbital_gap_ev": 8.93, "relative_energy_kj_mol": 126.4, "e_homo_ev": -8.1, "smiles": "COc1ccc(CNC(=O)COC(=O)C[C@@H]2C[C@H]3CC[C@@H]2C3)cc1OC", "lumo_energy_ev": 0.78, "species": ["C", "H", "O", "C", "C", "C", "C", "C", "C", "O", "C", "H", "H", "H", "H", "C", "N", "C", "O", "C", "H", "H", "O", "C", "O", "C", "H", "H", "C", "H", "C", "H", "C", "H", "H", "C", "H", "C", "H", "H", "C", "H", "H", "C", "H", "H", "H", "H", "H", "H", "H", "H", "H"], "xyz": [[-4.0689, -2.0461, -0.9099], [-3.8903, -1.3686, -1.7517], [-3.0937, -1.8939, 0.0900], [-1.7926, -2.1418, -0.2320], [-1.3406, -2.5529, -1.4725], [0.0141, -2.7643, -1.6980], [0.9282, -2.5823, -0.6811], [0.4823, -2.1692, 0.5741], [-0.8590, -1.9390, 0.8119], [-1.3814, -1.5091, 1.9933], [-0.5044, -1.3185, 3.0759], [-1.1289, -0.9861, 3.9037], [0.2479, -0.5523, 2.8590], [0.0026, -2.2476, 3.3541], [1.2122, -2.0336, 1.3560], [2.4073, -2.7745, -0.8931], [3.1218, -1.5221, -0.7323], [3.7714, -1.2087, 0.3988], [3.9308, -1.9612, 1.3366], [4.3453, 0.2197, 0.3972], [5.0139, 0.3320, 1.2518], [4.8794, 0.4038, -0.5413], [3.3300, 1.2071, 0.5716], [2.6497, 1.6187, -0.4989], [2.8115, 1.1684, -1.6092], [1.6544, 2.6829, -0.1324], [1.5196, 3.3463, -0.9862], [2.0343, 3.2453, 0.7208], [0.3135, 2.0273, 0.2435], [0.5009, 1.3463, 1.0780], [-0.7449, 3.0749, 0.6312], [-0.3433, 3.9080, 1.2067], [-1.3784, 3.4196, -0.7161], [-0.6852, 3.8676, -1.4251], [-2.2548, 4.0576, -0.6180], [-1.7255, 1.9684, -1.0444], [-2.2219, 1.7937, -1.9980], [-0.3535, 1.2939, -0.9391], [-0.4372, 0.2221, -0.7661], [0.2192, 1.4398, -1.8557], [-2.5660, 1.5681, 0.1736], [-2.5599, 0.4947, 0.3456], [-3.6022, 1.8820, 0.0417], [-1.8955, 2.3393, 1.3279], [-1.5395, 1.6742, 2.1131], [-2.5843, 3.0534, 1.7805], [2.9659, -0.7994, -1.4259], [2.8122, -3.4623, -0.1451], [2.6048, -3.1666, -1.8936], [0.3439, -3.0786, -2.6765], [-2.0347, -2.7093, -2.2823], [-5.0153, -1.7897, -0.4365], [-4.1152, -3.0772, -1.2756]], "forces_ev_per_angstrom": [[-0.1, 0.0, -0.2], [0.0, 0.0, 0.0], [0.4, 0.0, 0.2], [-0.1, 0.0, 0.1], [-0.3, 0.1, 0.2], [0.3, 0.0, 0.2], [-0.1, -0.1, -0.3], [-0.2, 0.1, 0.2], [-0.1, 0.0, 0.0], [-0.2, -0.1, -0.4], [0.2, 0.0, 0.2], [0.1, 0.0, 0.0], [0.0, 0.0, 0.0], [0.0, 0.0, 0.0], [0.1, 0.0, 0.2], [0.0, -0.1, 0.1], [-0.2, -0.2, -0.5], [0.3, 0.7, -0.2], [0.0, -0.2, 0.4], [0.3, -0.3, -0.1], [-0.1, -0.1, -0.2], [0.0, 0.0, 0.1], [-0.1, 0.0, 0.4], [-0.1, 0.4, -0.3], [0.1, 0.0, -0.1], [-0.1, -0.2, 0.1], [0.1, 0.0, 0.0], [0.0, 0.0, 0.0], [0.2, 0.2, 0.1], [0.0, 0.0, 0.1], [0.1, 0.1, 0.3], [0.0, 0.0, 0.0], [0.0, 0.0, -0.1], [0.1, 0.1, -0.1], [-0.1, 0.1, 0.0], [-0.1, -0.1, -0.2], [0.0, 0.0, 0.0], [-0.1, -0.2, -0.1], [0.0, -0.1, -0.1], [0.0, 0.0, 0.0], [-0.1, -0.1, -0.1], [-0.1, -0.1, 0.0], [0.0, 0.0, 0.0], [0.0, 0.1, 0.2], [0.0, 0.0, 0.1], [0.0, 0.0, 0.0], [0.1, 0.0, 0.2], [0.0, 0.0, -0.2], [0.0, 0.0, 0.1], [0.1, 0.0, -0.1], [-0.1, 0.0, 0.0], [0.0, 0.0, -0.1], [0.0, 0.0, 0.0]]}

(2)
{"formula": "C20H28BeBrCaClFIMgN4O13S", "method": "ωB97M-V with the def2-TZVPD basis set", "multiplicity": 1, "orbital_gap_ev": 1.08, "e_homo_ev": -6.8, "lumo_energy_ev": -5.72, "species": ["C", "C", "O", "N", "C", "C", "C", "C", "N", "C", "C", "C", "C", "O", "O", "C", "C", "C", "C", "I", "N", "H", "H", "H", "H", "H", "H", "H", "H", "H", "H", "H", "H", "H", "H", "H", "H", "H", "H", "H", "H", "Be", "O", "S", "O", "O", "O", "C", "O", "O", "O", "H", "Mg", "C", "C", "O", "C", "O", "O", "H", "H", "H", "H", "F", "C", "C", "N", "H", "H", "H", "Ca", "Br", "Cl"], "xyz": [[2.3202, -1.5301, 1.4311], [0.8673, -0.7666, 1.4169], [0.8132, 0.4676, 1.9719], [-0.3717, -1.4039, 0.7768], [-0.4482, -0.7503, -0.6119], [0.7917, -1.1912, -1.6003], [0.3973, -1.1361, -3.1926], [0.5320, 0.3507, -3.8692], [0.2770, 1.5037, -2.8685], [-1.1147, 1.9079, -2.7153], [-1.5919, 3.0867, -1.7278], [-0.3010, 3.6690, -0.9299], [-0.4560, 4.8811, 0.1604], [-0.1642, 4.7856, 1.4784], [-0.9752, 6.1928, -0.3098], [1.0771, 2.9777, -1.3238], [2.4134, 3.5470, -0.4879], [3.3097, 2.1700, -0.1711], [4.5058, 1.9061, -1.2586], [4.3322, 2.5384, 1.7783], [1.4085, 1.9317, -2.2852], [2.9622, -1.2682, 0.4600], [2.1261, -2.6845, 1.4937], [2.9764, -1.2322, 2.3523], [-0.2676, -2.4411, 0.7018], [-0.3904, 0.4238, -0.4407], [-1.5153, -0.9657, -1.0402], [1.7805, -0.5755, -1.3468], [1.0828, -2.3258, -1.3735], [-0.7040, -1.5189, -3.4189], [1.1617, -1.8569, -3.7524], [1.5868, 0.5560, -4.3785], [-0.2781, 0.4478, -4.7341], [-1.9502, 1.3793, -3.3668], [-2.7077, 3.4124, -1.6425], [3.0414, 4.3017, -1.1653], [2.1431, 3.9777, 0.5653], [2.6141, 1.2369, 0.0283], [5.3557, 1.3059, -0.6750], [4.0758, 1.1519, -2.0690], [4.9215, 2.8752, -1.7656], [-2.0077, 2.9875, 1.0059], [6.1263, -1.2223, 0.3120], [7.5923, -1.0911, 0.2273], [7.9347, 0.1854, -0.4258], [8.1411, -2.2092, -0.5614], [8.1672, -1.1184, 1.5847], [-1.8357, -5.3405, 1.5779], [-1.3073, -4.7278, 0.6193], [-1.7253, -4.6432, 2.6997], [-2.4184, -6.4465, 1.6349], [-1.2516, -3.9251, 2.2327], [-3.2077, 4.0526, -3.6702], [-6.4137, -6.8006, -0.3999], [-7.0170, -6.6538, 0.9593], [-6.2269, -5.6446, 1.5587], [-5.6789, -4.9143, 0.5438], [-5.0785, -3.8637, 0.6975], [-5.8912, -5.5123, -0.6648], [-7.1525, -7.0821, -1.1553], [-5.5929, -7.5253, -0.4172], [-8.0569, -6.3125, 0.9205], [-6.9682, -7.5799, 1.5385], [-2.5569, -3.9477, 4.6898], [-0.6079, 6.2537, 4.0027], [-1.0348, 6.2230, 5.4613], [-1.3889, 6.1975, 6.6712], [0.2569, 6.9117, 3.8812], [-0.3387, 5.2468, 3.6718], [-1.4279, 6.6251, 3.3821], [0.7431, 2.4115, -4.8997], [3.7431, 0.3369, -4.3800], [-3.1569, 7.7911, 6.6075]], "forces_ev_per_angstrom": [[-0.3, -0.4, 0.1], [0.4, 4.6, 2.6], [-0.2, -7.2, -3.9], [3.0, 1.9, -0.4], [-0.2, 0.7, 0.0], [-0.1, -0.7, 0.1], [0.6, -0.4, -0.4], [-1.1, -1.3, 0.3], [-3.1, -1.7, -0.6], [-0.7, 2.3, 1.1], [5.1, -1.7, 0.8], [-1.2, -2.4, -2.5], [-1.4, 6.9, 2.5], [-1.4, -1.7, -6.5], [2.8, -8.2, 1.2], [1.0, 1.6, 0.8], [-0.1, -1.9, -0.3], [0.4, 0.7, -0.6], [-0.5, -1.7, 0.5], [-0.6, -0.2, -0.8], [-3.6, 4.0, 3.0], [-1.6, -0.6, 2.0], [0.5, 2.1, -0.3], [-1.6, -0.3, -1.7], [0.1, 1.1, -0.2], [-0.2, -2.4, -0.2], [2.1, 0.1, 0.5], [-2.2, -1.2, -0.8], [-0.8, 2.4, -0.5], [2.3, 0.8, 0.8], [-1.7, 1.8, 1.0], [-0.5, -1.2, 1.4], [0.8, -0.4, 1.6], [2.3, 0.8, 1.6], [2.4, -0.7, 0.3], [-1.5, -1.7, 1.6], [0.0, -0.5, -2.4], [1.5, 2.0, -0.4], [-1.7, 1.5, -1.5], [1.0, 1.9, 1.6], [-0.9, -1.8, 1.2], [0.5, 0.1, 0.1], [0.4, 0.4, 0.2], [-0.1, 0.1, 0.0], [-0.3, -0.6, -0.1], [0.2, 0.6, 0.4], [-0.3, -0.4, -0.5], [-1.9, -3.0, -0.2], [0.2, -0.3, -0.5], [0.9, 1.0, 0.6], [0.7, 1.3, -0.8], [-0.1, 1.3, 1.4], [-0.2, 0.5, -1.0], [0.0, -0.9, -0.7], [-0.7, -0.6, 0.6], [0.5, 0.6, -0.7], [1.4, 2.1, 0.6], [-1.4, -2.3, -0.5], [0.1, 0.6, 0.6], [0.2, 0.2, 0.0], [-0.1, 0.1, 0.0], [0.1, 0.0, 0.0], [0.1, 0.3, 0.0], [0.2, -0.2, -0.5], [-0.3, -0.1, 1.5], [-1.9, 0.0, 6.2], [2.2, 0.3, -8.2], [-0.2, -0.1, 0.2], [-0.1, 0.2, 0.2], [0.0, -0.1, 0.2], [1.3, 1.4, -0.6], [-0.9, 0.7, -0.9], [0.2, -0.2, -0.1]]}

(3)
{"formula": "C20H28BiNO2", "method": "ωB97M-V with the def2-TZVPD basis set", "multiplicity": 1, "orbital_gap_ev": [3.40, 3.04], "relative_energy_kj_mol": 53.7, "e_homo_ev": [-6.2, -6.0], "lumo_energy_ev": [-2.78, -2.92], "species": ["O", "C", "C", "H", "H", "C", "H", "H", "C", "H", "H", "H", "C", "H", "H", "H", "Bi", "C", "C", "C", "H", "C", "C", "H", "H", "H", "H", "C", "C", "C", "H", "C", "C", "H", "H", "H", "H", "O", "C", "C", "H", "H", "C", "H", "H", "C", "H", "H", "H", "H", "N", "C"], "xyz": [[0.2295, -2.5240, 0.6810], [-0.8023, -3.2099, 1.4436], [-0.0926, -4.5411, 1.3871], [-1.7618, -3.1744, 0.9088], [-0.8996, -2.7518, 2.4399], [1.0004, -3.7586, 0.6384], [-0.5913, -5.2554, 0.7287], [0.2512, -4.9702, 2.3266], [1.1677, -4.4739, -0.6821], [0.2376, -4.5169, -1.2549], [1.4149, -5.5216, -0.4269], [1.9711, -4.0983, -1.3129], [2.2855, -3.6807, 1.4289], [2.0372, -3.6180, 2.4867], [2.9125, -2.8361, 1.1502], [2.8564, -4.6013, 1.2769], [-1.3162, 0.2529, 1.8066], [0.1262, 4.4440, 1.4269], [-1.2568, 4.2707, 1.6854], [-1.4032, 3.2426, 2.6516], [-2.0319, 4.8274, 1.1922], [-0.1103, 2.6106, 2.8044], [0.8231, 3.3841, 2.0211], [1.8947, 3.2038, 1.9757], [0.5409, 5.3255, 0.9498], [-2.2890, 2.9955, 3.2427], [0.1594, 1.8905, 3.5781], [-1.1472, 4.3080, -1.6920], [0.2787, 4.2581, -1.8013], [0.6293, 3.0005, -2.3834], [0.9754, 5.0351, -1.4873], [-0.5902, 2.3251, -2.7198], [-1.6849, 3.1270, -2.2838], [-2.7431, 2.9151, -2.4173], [-1.7021, 5.0952, -1.2074], [1.6176, 2.6110, -2.5816], [-0.6643, 1.4022, -3.2880], [1.1756, -1.9033, -1.9649], [1.6488, -0.8363, -1.1088], [0.4845, -0.0763, -0.4243], [2.2623, -0.1201, -1.6813], [2.2906, -1.3360, -0.3694], [-0.7928, -0.7006, -1.0582], [0.5205, 1.0245, -0.5223], [0.5781, -0.3401, 0.6545], [-0.2498, -1.6876, -2.1349], [-1.4442, 0.0775, -1.5067], [-1.3801, -1.3254, -0.3531], [-0.4099, -1.1893, -3.1143], [-0.7679, -2.6674, -2.1499], [-3.4783, 2.4786, 0.3452], [-2.7598, 1.6091, 0.6954]], "forces_ev_per_angstrom": [[-0.1, -1.1, 0.4], [-0.5, 0.8, 0.2], [0.1, 0.2, 0.0], [0.1, 0.1, 0.2], [-0.1, -0.2, -0.2], [0.2, -1.5, 0.1], [0.1, -0.1, 0.4], [-0.3, -0.1, 0.0], [0.6, -0.2, -0.6], [0.1, 0.2, 0.0], [-0.1, 0.4, 0.0], [-0.1, 0.1, 0.0], [0.0, 0.0, 0.0], [0.2, 0.2, 0.1], [0.0, 0.0, -0.1], [0.0, 0.1, 0.0], [-1.1, 2.2, 0.2], [0.9, -1.2, 0.1], [-0.9, -1.3, 1.9], [-0.5, 1.1, -1.0], [-0.3, 0.2, 0.3], [0.4, 0.0, -0.5], [0.1, 0.0, 0.0], [-0.3, 0.1, 0.0], [0.1, -0.4, -0.1], [0.2, 0.0, -0.5], [0.1, 0.6, 0.1], [0.1, -0.9, -0.4], [0.4, -1.1, 0.0], [-0.9, 0.7, 0.1], [-0.2, -0.3, -0.1], [-0.2, 0.8, 0.4], [0.6, 0.3, 0.0], [0.3, 0.0, 0.1], [-0.1, 0.1, -0.2], [0.0, 0.2, 0.0], [0.0, 0.1, 0.2], [-1.5, 1.5, 0.8], [0.7, -0.1, -0.3], [0.1, -0.5, -0.3], [-0.2, -0.3, 0.0], [-0.1, 0.4, -0.1], [0.1, -0.4, -0.2], [0.1, -0.6, -0.2], [0.2, 0.2, -0.8], [0.1, 0.5, -0.9], [0.4, -0.5, 0.3], [0.2, 0.6, -0.2], [0.1, -0.5, 0.3], [0.3, 0.5, 0.1], [1.6, -2.3, 0.6], [-1.2, 1.4, -0.4]]}

| no. | largest force on an atom (eV/A) | E (eV) |
| --- | --- | --- |
| 1 | 0.74 | -32906.3368 |
| 2 | 8.77 | -182239.4310 |
| 3 | 2.88 | -32608.7898 |